P) C21H36AsBaI4N2Si | ωB97M-V/def2-TZVPD

Properties
- HOMO level (eV) = -10.2
- total charge = +1

XYZ file:
```
66
C21H36AsBaI4N2Si, DFT ωB97M-V/def2-TZVPD
Ba 0.12 -0.04 0.47
C -3.21 3.59 0.39
C -4.27 3.12 -0.36
C -4.35 1.77 -0.64
C -3.37 0.91 -0.16
N -2.32 1.38 0.54
C -2.26 2.68 0.81
C -3.42 -0.56 -0.41
C -4.57 -1.19 -0.84
C -4.55 -2.57 -1.06
C -3.38 -3.27 -0.85
C -2.27 -2.56 -0.40
N -2.29 -1.25 -0.19
H -3.11 4.64 0.64
H -5.02 3.81 -0.73
H -5.16 1.39 -1.24
H -1.41 3.01 1.40
H -5.49 -0.64 -0.99
H -5.44 -3.08 -1.39
H -3.32 -4.33 -1.01
H -1.33 -3.07 -0.21
I 3.40 0.62 -0.54
C 3.33 2.71 -0.17
I 1.32 3.36 -0.34
H 3.92 3.30 -0.87
H 3.65 2.89 0.85
I 0.96 -2.81 2.08
I 2.28 -2.36 -1.14
C 1.73 -1.19 5.44
Si 0.21 -0.64 4.52
C -1.17 -0.17 5.69
C 0.64 0.90 3.51
C -0.41 -2.09 3.49
H 2.04 -0.40 6.13
H 2.56 -1.38 4.76
H 1.57 -2.09 6.03
H -0.85 0.64 6.35
H -1.43 -1.02 6.33
H -2.08 0.14 5.18
H 0.94 1.66 4.24
H -0.22 1.36 3.00
H 1.52 0.84 2.86
H -1.26 -1.85 2.86
H -0.72 -2.91 4.13
C 1.99 -0.29 -4.64
C 0.91 0.67 -4.16
As -0.42 -0.07 -2.91
C -1.87 1.18 -3.38
C -1.57 2.62 -2.99
C -1.20 -1.58 -3.89
C -0.54 -2.94 -3.69
H 2.72 0.24 -5.25
H 1.56 -1.09 -5.25
H 2.51 -0.76 -3.81
H 0.33 1.06 -5.00
H 1.36 1.52 -3.65
H -2.78 0.83 -2.90
H -2.03 1.11 -4.46
H -1.44 2.72 -1.91
H -2.37 3.30 -3.28
H -0.65 2.98 -3.46
H -1.22 -1.30 -4.95
H -2.24 -1.63 -3.56
H 0.50 -2.95 -4.03
H -1.08 -3.72 -4.24
H -0.52 -3.21 -2.64
```

---

Q) C21H36AsBaI4N2Si | ωB97M-V/def2-TZVPD

Properties
- HOMO level (eV) = -9.8
- total charge = +1

XYZ file:
```
66
C21H36AsBaI4N2Si, DFT ωB97M-V/def2-TZVPD
Ba 0.76 0.06 0.84
C -2.45 3.86 0.59
C -3.56 3.39 -0.08
C -3.70 2.03 -0.30
C -2.72 1.16 0.17
N -1.62 1.62 0.79
C -1.50 2.93 1.00
C -2.83 -0.31 -0.02
C -4.06 -0.93 -0.24
C -4.10 -2.30 -0.43
C -2.93 -3.02 -0.40
C -1.74 -2.33 -0.16
N -1.69 -1.02 0.03
H -2.30 4.91 0.79
H -4.31 4.08 -0.44
H -4.56 1.65 -0.84
H -0.61 3.25 1.53
H -4.97 -0.35 -0.23
H -5.05 -2.80 -0.60
H -2.91 -4.09 -0.55
H -0.79 -2.86 -0.11
I 4.29 0.37 0.06
C 4.13 2.49 0.00
I 2.19 3.26 -0.46
H 4.78 2.83 -0.79
H 4.40 2.88 0.97
I 2.10 -2.83 1.51
I 4.36 -3.10 -0.44
C 2.72 -1.37 4.88
Si 1.05 -0.79 4.30
C -0.19 -0.77 5.68
C 1.25 1.02 3.72
C 0.45 -1.97 2.95
H 3.06 -0.76 5.72
H 3.47 -1.32 4.09
H 2.67 -2.40 5.22
H 0.15 -0.12 6.49
H -0.35 -1.77 6.09
H -1.16 -0.40 5.34
H 1.43 1.60 4.64
H 0.37 1.48 3.25
H 2.15 1.22 3.10
H -0.55 -1.74 2.54
H 0.21 -2.91 3.45
C 3.08 -0.22 -3.94
C 1.83 0.65 -3.86
As 0.53 -0.05 -2.58
C -1.07 0.92 -3.20
C -1.00 2.41 -2.90
C 0.10 -1.80 -3.35
C 0.92 -2.94 -2.76
H 3.83 0.24 -4.58
H 2.86 -1.21 -4.36
H 3.53 -0.39 -2.96
H 1.34 0.73 -4.83
H 2.09 1.66 -3.53
H -1.94 0.46 -2.72
H -1.18 0.74 -4.27
H -0.91 2.60 -1.82
H -1.89 2.93 -3.25
H -0.14 2.87 -3.39
H 0.23 -1.73 -4.43
H -0.97 -1.95 -3.17
H 1.99 -2.81 -2.91
H 0.64 -3.89 -3.20
H 0.78 -3.02 -1.68
```

---

Most stable structure - P); separation to the second - 0.0328 hartree.

---

P) C3H9NO4S | ωB97M-V/def2-TZVPD

Properties
- HOMO level (eV) = -9.9
- total charge = 0
- structure (SMILES) = C[C@@](O)(CN)S(=O)(=O)O

XYZ file:
```
18
C3H9NO4S, DFT ωB97M-V/def2-TZVPD
C -0.83 -0.07 -1.65
C -0.28 -0.33 -0.33
O 0.25 -1.54 -0.25
C 0.67 0.78 0.33
N 1.40 0.09 1.31
S -1.85 -0.21 0.81
O -3.07 -0.66 0.25
O -1.97 1.19 1.27
O -1.32 -1.10 2.06
H 0.04 0.02 -2.27
H -1.33 -0.99 -1.73
H -1.53 0.69 -1.45
H 1.05 -1.52 0.36
H 1.38 1.09 -0.43
H 0.01 1.68 0.72
H 2.16 0.70 1.65
H 0.80 -0.01 2.13
H -1.82 -1.95 2.07
```

---

Q) C3H9NO4S | ωB97M-V/def2-TZVPD

Properties
- HOMO level (spin up / spin down) (eV) = -7.6 / -7.5
- total charge = 0

XYZ file:
```
18
C3H9NO4S, DFT ωB97M-V/def2-TZVPD
C 0.76 -1.25 1.48
C -0.36 -1.21 0.39
C 0.03 0.65 -1.23
N -1.15 0.70 -1.93
O 1.25 1.73 0.85
O 0.19 3.36 -0.77
O 0.30 -0.59 2.57
O -1.67 -0.93 0.81
S 0.03 1.84 0.08
H 0.98 -2.33 1.71
H 1.66 -0.80 1.17
H -0.44 -2.12 -0.17
H 0.96 0.03 -1.58
H -1.49 -0.19 -2.27
H -1.86 1.04 -1.29
H 0.27 4.15 -0.28
H 0.95 0.19 2.84
H -1.66 -0.66 1.71
```

---

Most stable structure - P); separation to the second - 0.1255 hartree.

---

P) CH4NO2S | ωB97M-V/def2-TZVPD

Properties
- HOMO level (spin up / spin down) (eV) = -4.7 / -1.8
- total charge = -1

XYZ file:
```
9
CH4NO2S, DFT ωB97M-V/def2-TZVPD
C 0.73 -0.12 -1.17
N 1.26 -0.25 0.21
O -2.08 -0.45 0.52
O -1.38 1.07 2.34
S -1.34 -0.30 1.82
H -0.30 -0.01 -0.95
H 1.17 0.64 -1.78
H 0.90 -1.24 -1.67
H 1.03 0.65 0.69
```

---

Q) CH4NO2S | ωB97M-V/def2-TZVPD

Properties
- HOMO level (eV) = -4.0
- total charge = -1

XYZ file:
```
9
CH4NO2S, DFT ωB97M-V/def2-TZVPD
C 2.31 -0.15 -0.01
N -0.42 -0.40 -0.60
O 0.55 1.88 0.13
O -3.06 -0.40 0.22
S 0.67 0.35 0.00
H 2.47 -0.93 0.67
H 2.83 0.70 0.22
H -2.12 -0.28 -0.06
H -3.24 -0.78 -0.58
```

---

Most stable structure - P); separation to the second - 0.0315 hartree.

---

P) C6H29NO8 | ωB97M-V/def2-TZVPD

Properties
- HOMO level (eV) = -9.1
- total charge = 0
- structure (SMILES) = CCCN[C@@H](C)CO.O.O.O.O.O.O.O

XYZ file:
```
44
C6H29NO8, DFT ωB97M-V/def2-TZVPD
C 1.87 0.66 2.98
C 0.35 0.80 2.91
C -0.17 0.40 1.48
N -0.24 -1.04 1.47
C -0.66 -1.72 0.18
C 0.37 -2.84 -0.15
C -1.99 -2.40 0.44
O -2.91 -1.47 1.08
H 2.23 -0.15 2.37
H 2.17 0.54 4.03
H 2.47 1.55 2.69
H -0.12 0.17 3.67
H 0.10 1.84 3.07
H -1.19 0.79 1.41
H 0.47 0.87 0.72
H 0.64 -1.51 1.65
H -0.49 -0.93 -0.55
H 1.32 -2.39 -0.48
H 0.22 -3.60 0.61
H 0.24 -3.34 -1.13
H -1.81 -3.16 1.19
H -2.47 -2.59 -0.52
H -2.43 -1.24 1.88
O -2.79 2.25 1.47
H -2.80 1.38 1.89
H -3.74 2.49 1.49
O -0.33 1.50 -2.61
H -0.85 1.87 -1.87
H -1.02 0.96 -3.02
O 4.40 1.03 -0.51
H 3.47 1.12 -0.79
H 4.49 1.68 0.20
O -2.70 -0.43 -2.79
H -3.29 0.34 -2.92
H -2.96 -0.81 -1.94
O 4.18 -1.91 -0.87
H 4.33 -1.72 -1.79
H 4.18 -1.00 -0.50
O -1.89 2.99 -1.05
H -1.95 3.09 -0.08
H -1.45 3.77 -1.39
O 2.19 0.75 -2.23
H 2.05 0.20 -3.00
H 1.39 1.32 -2.22
```

---

Q) C6H29NO8 | ωB97M-V/def2-TZVPD

Properties
- HOMO level (eV) = -8.6
- total charge = 0
- structure (SMILES) = CCC/C(C)=C/N.O.O.O.O.O.O.O.O

XYZ file:
```
44
C6H29NO8, DFT ωB97M-V/def2-TZVPD
C 1.55 2.56 1.04
C 2.42 1.28 0.79
C 1.57 0.00 0.55
C 1.33 -0.99 1.66
C 2.52 -1.78 2.08
C 0.15 -1.03 2.29
N -0.16 -1.87 3.38
H 0.92 2.33 1.93
H 2.13 3.47 1.16
H 0.65 2.57 0.42
H 2.95 1.30 1.74
H 3.07 1.28 -0.07
H 0.63 0.19 0.02
H 2.11 -0.52 -0.25
H 3.53 -1.55 1.73
H 2.47 -2.84 1.80
H 2.72 -1.72 3.16
H -0.53 -0.24 2.00
H 0.63 -2.47 3.56
H -0.98 -2.42 3.19
O -2.07 2.83 -0.61
H -2.30 1.94 -0.91
H -1.13 2.97 -0.75
O -0.71 -2.21 -3.01
H -1.25 -2.65 -2.34
H 0.21 -2.25 -2.75
O 1.02 1.53 3.62
H 0.71 1.45 4.54
H 1.34 0.62 3.56
O 0.51 0.79 -4.10
H 1.07 0.77 -3.32
H 0.17 -0.11 -4.14
O 1.23 2.26 -1.92
H 1.64 2.37 -1.05
H 0.31 2.52 -1.86
O -3.49 -0.67 -0.52
H -2.66 -0.61 -1.03
H -4.14 -0.71 -1.23
O -1.48 0.15 -2.15
H -1.35 0.90 -2.74
H -1.37 -0.66 -2.67
O -2.86 -3.16 -0.91
H -3.33 -2.37 -0.54
H -2.30 -3.38 -0.16
```

---

Most stable structure - P); separation to the second - 0.0200 hartree.